Entry from OMol25: C68H49N12O10RbS3 as an isolated structure at a distorted geometry (the ωB97M-V functional and the def2-TZVPD basis).

Values from the calculation:
HOMO level (alpha / beta) = -1.17 / -1.08 eV
relative energy (zero: lowest compared OMol25 entry of this formula, charge and spin) = 1.573 eV
M = 1375.883 g mol⁻¹
total charge = -2
LUMO energy (alpha / beta) = 2.83 / 2.83 eV
strongest force on any atom = 1.69 eV Å⁻¹
multiplicity = 1

XYZ file:
```
143
Properties=species:S:1:pos:R:3:mulliken_charge:R:1
Rb 0.79399 0.03084 -0.68215 -0.044
C -2.13569 4.67834 -1.88550 -0.840
O -2.66913 3.35554 -1.88203 -0.408
C -1.81048 2.59137 -1.11386 -0.381
N -0.75588 3.17137 -0.68136 -0.201
C -0.78356 4.55631 -1.14265 0.199
C 0.37631 4.90313 -2.05159 -0.328
C 0.96445 3.92833 -2.84639 0.827
C 1.96557 4.26411 -3.74729 -0.203
C 2.39269 5.58017 -3.85794 -0.828
C 1.81735 6.55966 -3.05733 -0.665
C 0.81512 6.21968 -2.15916 -0.561
C -2.25374 1.22170 -0.89984 0.056
C -2.91472 0.55604 -1.96725 -0.167
C -3.07829 -0.79761 -1.94939 -2.644
C -2.55354 -1.54381 -0.77765 -1.086
C -2.67056 -0.62190 0.46941 2.971
N -1.98867 0.64303 0.29319 -0.633
C -4.17168 -0.40835 0.64582 -0.046
N -4.73572 0.65701 1.02735 -0.558
C -6.17822 0.42831 0.95641 0.460
C -6.30562 -1.08371 0.67094 -0.990
O -4.95974 -1.49279 0.39242 -0.281
C -6.82099 1.30637 -0.10140 -0.256
C -8.18754 1.20554 -0.34885 -0.418
C -8.79509 1.98912 -1.31835 -0.593
C -8.03502 2.88539 -2.05934 -0.444
C -6.67201 2.98589 -1.82155 -0.582
C -6.06486 2.20418 -0.84710 -0.156
H -2.84166 5.33585 -1.37260 0.303
H -2.01487 5.01113 -2.91755 0.426
H -0.75557 5.23353 -0.28257 0.505
H 0.66799 2.89416 -2.73137 -0.059
H 2.41602 3.48742 -4.35471 0.466
H 3.17839 5.83974 -4.55707 0.404
H 2.15543 7.58700 -3.12677 0.351
H 0.37323 6.98327 -1.52633 0.397
H -3.23116 1.13459 -2.82632 0.555
H -3.53556 -1.33404 -2.76829 0.756
H -3.08162 -2.48360 -0.62404 1.259
H -6.62235 0.67735 1.92537 0.524
H -6.91551 -1.30679 -0.20437 0.470
H -6.66797 -1.65405 1.52821 0.305
H -8.78546 0.50159 0.22143 0.395
H -9.85840 1.89388 -1.50166 0.365
H -8.50274 3.49169 -2.82552 0.368
H -6.06312 3.66432 -2.40660 0.435
H -4.99689 2.26220 -0.68160 0.375
S 3.50901 -5.03658 -2.07861 0.183
C 4.48052 -6.33805 -2.58076 -0.510
C 5.61691 -6.45056 -1.83391 -0.529
C 5.69971 -5.44380 -0.83918 -0.729
C 4.62790 -4.59255 -0.85502 0.479
C 4.35956 -3.45556 0.03844 0.393
C 3.46465 -2.43275 -0.35393 -0.483
N 3.11621 -1.43954 0.42308 0.527
C 3.64271 -1.36095 1.65632 -0.445
C 4.60482 -2.26432 2.11814 1.083
C 5.18418 -2.08398 3.42268 -0.931
C 4.80004 -1.06524 4.21765 -1.040
C 3.77134 -0.15121 3.79624 0.937
C 3.29901 0.88735 4.61562 -0.791
C 2.27730 1.69827 4.18805 0.917
C 1.73024 1.42998 2.91190 -0.914
N 2.15589 0.47520 2.12637 0.320
C 3.17674 -0.30196 2.53789 -0.743
C 1.72406 2.79601 5.00441 0.371
C 0.66284 3.60522 4.71716 -0.439
C 0.39567 4.55754 5.74050 -0.549
C 1.25988 4.45273 6.78437 -0.397
S 2.40014 3.20562 6.53312 -0.220
C 4.94232 -3.33891 1.27675 -1.045
H 4.15651 -6.96679 -3.39365 0.394
H 6.36289 -7.21664 -1.98777 0.393
H 6.52839 -5.34158 -0.15264 0.369
H 3.02974 -2.43884 -1.35007 0.282
H 5.93897 -2.78752 3.75453 0.386
H 5.24145 -0.93180 5.19833 0.394
H 3.74609 1.02197 5.59569 0.414
H 0.89772 2.01266 2.53245 0.235
H 0.08119 3.52621 3.81087 0.506
H -0.40598 5.27960 5.69521 0.378
H 1.28914 5.03892 7.68790 0.424
H 5.63846 -4.08976 1.63363 0.388
N 0.67819 2.37702 -9.08124 -0.624
C 0.82034 1.74786 -7.83331 1.100
C -0.05222 2.04578 -6.78940 -0.876
C 0.11069 1.44793 -5.55143 -0.617
C 1.15739 0.55919 -5.34015 -0.560
C 2.02922 0.25630 -6.37391 -0.204
C 1.85927 0.84556 -7.61532 -0.897
S 1.34942 -0.14979 -3.73064 1.683
O 0.00245 -0.29481 -3.21540 -0.340
O 2.13087 -1.36098 -3.86564 -0.873
N 2.04472 0.94127 -2.80403 0.989
C 3.32435 1.33152 -2.99343 -0.526
N 4.00314 1.02554 -4.12207 -0.347
C 5.24024 1.48041 -4.22405 -0.252
C 5.85583 2.24479 -3.24886 -0.777
C 5.07341 2.51325 -2.13141 -0.215
N 3.83924 2.08032 -1.98440 -0.300
H -0.25996 2.69177 -9.27297 0.237
H 1.04687 1.84149 -9.85125 0.231
H -0.86712 2.74235 -6.95141 0.306
H -0.58119 1.65306 -4.74443 0.475
H 2.83239 -0.44268 -6.19161 0.481
H 2.53851 0.60691 -8.42681 0.284
H 5.76679 1.22437 -5.14116 0.423
H 6.86893 2.60654 -3.34784 0.383
H 5.46755 3.11337 -1.31427 0.434
O 0.56669 -3.22524 -0.73918 -0.512
C -0.59352 -3.05963 -1.04689 0.317
O -1.11429 -1.83933 -0.88153 0.676
C -1.45868 -4.15626 -1.57510 0.468
C -2.20517 -3.97696 -2.73860 0.197
C -2.96808 -5.06507 -3.15254 -0.509
C -3.04547 -6.25548 -2.47585 -0.560
C -2.29257 -6.40640 -1.29184 -1.072
C -1.47270 -5.34098 -0.86034 -0.172
N -2.36949 -7.57477 -0.56862 0.932
O -3.09864 -8.52339 -1.00004 -0.803
O -1.71589 -7.65855 0.52097 -0.786
N -3.76344 -4.92191 -4.39543 1.093
O -3.74313 -3.83994 -4.95781 -0.640
O -4.37408 -5.89173 -4.81016 -0.681
H -2.16398 -3.06424 -3.31120 0.751
H -3.67016 -7.06366 -2.81767 0.610
H -0.87484 -5.46620 0.02923 0.634
C -2.08091 -1.29157 1.73858 -2.368
C -2.97957 -2.27596 2.43317 0.106
C -3.89857 -1.83956 3.38779 -0.215
C -4.76977 -2.72704 3.99080 -0.979
C -4.73100 -4.07692 3.64422 0.677
C -3.81246 -4.53269 2.70227 -1.063
C -2.94462 -3.63076 2.10944 -0.216
C -5.64451 -4.99427 4.28284 0.038
N -6.38599 -5.71028 4.79341 -0.607
H -1.15767 -1.79388 1.44521 0.303
H -1.81460 -0.47017 2.40456 0.802
H -3.93451 -0.78657 3.64050 0.444
H -5.48280 -2.38498 4.73006 0.460
H -3.77727 -5.58078 2.43472 0.680
H -2.23652 -3.98953 1.37121 0.571
```